The following is a DFT calculation (ωB97M-V with the def2-TZVPD basis set) of a structure of composition C21H30Cl2N7O3S2Tl in a non-equilibrium geometry.

As for the net charge: +2. As for the HOMO energy: -13.13 eV. The calculation puts the calculated total energy at -3315.96391 Ha. Its energy above the lowest of the compared OMol25 structures with the same formula, charge and spin is 0.645 eV. The calculation puts the strongest force on any atom at 1.1 eV/A. As for the gap between HOMO and LUMO: 6.93 eV.

Last column: Löwdin charge in e.
Cartesian coordinates (Å):
1 Tl 0.1628 -0.0573 -0.2837  0.8769
2 N 1.5640 -2.0939 -0.5224  -0.0039
3 C 2.9188 -2.0018 0.0202  -0.1993
4 C 3.3752 -0.5573 -0.0556  -0.1655
5 N 2.4335 0.3480 0.6208  -0.1039
6 C 2.4464 0.3218 2.0818  -0.1749
7 C 1.4034 -0.6316 2.6464  -0.2051
8 N 0.0763 -0.2525 2.1586  0.0014
9 H 1.5632 -2.0325 -1.5401  0.0796
10 H 1.0798 -2.9390 -0.2475  0.0832
11 H 2.9248 -2.3621 1.0457  0.1114
12 H 3.6330 -2.6103 -0.5333  0.1352
13 H 4.3793 -0.4817 0.3690  0.1371
14 H 3.4226 -0.2476 -1.1019  0.1357
15 H 2.5730 1.2855 0.2661  0.1068
16 H 3.4300 0.0375 2.4651  0.1394
17 H 2.2290 1.3271 2.4461  0.1219
18 H 1.5917 -1.6546 2.3317  0.1080
19 H 1.4694 -0.6049 3.7331  0.1348
20 H -0.5714 -1.0380 2.1436  0.0813
21 H -0.3352 0.4962 2.7024  0.1030
22 C -1.1882 5.0399 2.8315  0.0154
23 C -1.9084 4.0796 1.9552  -0.2944
24 N -3.1886 3.9581 1.8434  0.1660
25 N -3.3510 2.9545 0.9316  0.0525
26 C -2.2170 2.4408 0.4722  -0.6739
27 S -2.0895 1.2024 -0.7051  0.7746
28 N -1.2800 3.1611 1.1193  -0.0677
29 N 0.0877 2.9252 1.0211  0.1331
30 H -1.9236 5.6337 3.3670  0.1019
31 H -0.5599 5.7116 2.2426  0.1004
32 H -0.5634 4.5238 3.5644  0.0933
33 H -4.2811 2.6930 0.6460  0.1728
34 H 0.4267 3.1620 0.0923  0.0817
35 H 0.5522 3.4907 1.7209  0.1054
36 Cl -0.6530 1.8215 -7.5848  0.7289
37 C -0.3246 1.1699 -6.0194  -0.6545
38 C -0.4928 -0.2027 -5.7961  -0.0790
39 C -0.2547 -0.7429 -4.5591  -0.5506
40 Cl -0.4651 -2.4477 -4.3051  0.7522
41 C 0.2437 0.0262 -3.4887  -0.3480
42 O 0.6061 -0.5728 -2.3715  -0.2386
43 C 0.3784 1.4206 -3.7325  -0.1236
44 C 0.7587 2.3520 -2.7217  -0.1622
45 O 1.0783 2.1232 -1.5335  -0.1116
46 C 0.0808 1.9704 -5.0014  -0.0432
47 H -0.8239 -0.8386 -6.6083  0.1223
48 H 0.7398 3.4034 -3.0449  0.1432
49 H 0.1871 3.0386 -5.1642  0.1267
50 C -2.9974 -2.3219 -1.8339  -0.2206
51 S -1.5886 -2.9066 -0.9250  0.9490
52 O -1.3457 -1.8340 0.1666  -0.6356
53 C -2.3170 -4.2681 -0.0860  -0.4150
54 C -3.2638 -4.0600 0.9114  -0.0718
55 C -3.8371 -5.1636 1.5171  -0.0473
56 C -3.4634 -6.4494 1.1259  -0.0409
57 C -2.5021 -6.6391 0.1433  -0.0497
58 C -1.9134 -5.5401 -0.4685  -0.0737
59 H -3.8492 -2.2318 -1.1613  0.0740
60 H -3.1971 -3.0416 -2.6310  0.0768
61 H -2.7287 -1.3572 -2.2676  0.0382
62 H -3.5402 -3.0540 1.2114  0.1168
63 H -4.5790 -5.0263 2.2940  0.1181
64 H -3.9271 -7.3076 1.5950  0.1196
65 H -2.2073 -7.6399 -0.1446  0.1195
66 H -1.1617 -5.6730 -1.2407  0.1158